C3H2N2OS in the gas phase at a distorted geometry. Source: the OMol25 dataset; level of theory: ωB97M-V/def2-TZVPD.

Cartesian coordinates (Å):
C 1.390 -0.602 0.197
C 0.036 -0.166 -0.384
C -0.635 1.031 -0.100
H 1.267 -1.678 0.768
H -0.100 2.072 0.135
N -2.017 -0.585 -0.158
N -0.833 -1.066 -0.261
O -1.860 0.797 -0.004
S 2.751 0.197 -0.193

SMILES: S=Cc1conn1
Relative energy (zero: lowest compared OMol25 entry of this formula, charge and spin), eV: 3.652
HOMO level, eV: -9.2



A 4-piece molecular cluster, C28H61BCl2IN4O2S overall at a distorted geometry. Source: the OMol25 dataset; level of theory: ωB97M-V/def2-TZVPD.

Cartesian coordinates (Å):
C -2.138 4.876 -4.340
C -1.823 4.332 -2.909
N -0.447 4.672 -2.602
C -0.060 4.659 -1.184
B -0.587 6.019 -0.467
O -0.614 6.257 0.903
O -1.100 7.005 -1.293
C -0.467 8.287 -1.113
C -0.551 3.345 -0.551
I -2.427 3.473 0.521
N 0.426 2.777 0.444
C 1.576 2.465 -0.175
N 2.346 1.490 0.208
S 1.982 0.463 1.549
N 2.027 3.238 -1.258
C 1.525 4.623 -1.192
C 2.205 5.424 -0.111
Cl 2.154 4.960 1.597
C 2.856 6.537 -0.391
C 3.041 7.104 -1.789
Cl 3.598 7.487 0.881
H -2.908 4.287 -4.838
H -2.458 5.917 -4.199
H -1.208 4.937 -4.918
H -2.013 3.249 -2.953
H -2.585 4.774 -2.248
H -0.117 5.491 -3.093
H 0.144 6.827 1.117
H -1.049 8.876 -0.390
H -0.553 8.815 -2.067
H 0.569 8.231 -0.759
H -0.701 2.542 -1.280
H -0.046 1.954 0.824
H 3.221 1.314 -0.275
H 1.238 1.184 2.434
H 1.708 2.779 -2.114
H 1.804 5.050 -2.158
H 3.874 7.808 -1.758
H 3.368 6.275 -2.433
H 2.134 7.518 -2.234
C -2.246 -0.771 1.785
C -3.640 -0.209 1.524
C -4.344 0.269 2.793
C -4.611 -0.820 3.834
C -5.441 -2.001 3.333
C -6.847 -1.606 2.892
H -2.276 -1.648 2.433
H -1.775 -1.073 0.846
H -1.606 -0.017 2.258
H -4.247 -0.958 1.008
H -3.548 0.636 0.839
H -5.288 0.747 2.513
H -3.740 1.055 3.261
H -5.120 -0.364 4.688
H -3.659 -1.197 4.220
H -5.522 -2.735 4.139
H -4.928 -2.508 2.510
H -7.396 -1.143 3.714
H -7.406 -2.486 2.570
H -6.828 -0.906 2.055
C 0.680 -2.699 3.683
C 0.374 -3.268 2.300
C -0.629 -4.418 2.327
C -0.172 -5.655 3.102
C 1.140 -6.270 2.615
C 1.068 -6.779 1.178
H 1.134 -3.443 4.338
H 1.382 -1.863 3.601
H -0.230 -2.330 4.162
H 1.305 -3.583 1.819
H -0.036 -2.466 1.677
H -0.869 -4.700 1.298
H -1.568 -4.062 2.765
H -0.962 -6.410 3.048
H -0.071 -5.405 4.163
H 1.394 -7.107 3.269
H 1.958 -5.550 2.708
H 0.289 -7.537 1.073
H 2.018 -7.232 0.888
H 0.860 -5.972 0.472
C 3.011 -4.585 -5.252
C 4.044 -4.238 -4.184
C 3.896 -5.069 -2.910
C 2.571 -4.885 -2.167
C 2.259 -3.449 -1.750
C 3.276 -2.875 -0.769
H 1.993 -4.390 -4.910
H 3.176 -3.986 -6.149
H 3.082 -5.637 -5.533
H 3.990 -3.170 -3.953
H 5.042 -4.411 -4.595
H 4.727 -4.834 -2.238
H 4.007 -6.128 -3.161
H 2.582 -5.521 -1.276
H 1.750 -5.257 -2.787
H 1.271 -3.431 -1.279
H 2.191 -2.802 -2.629
H 3.323 -3.480 0.139
H 2.992 -1.858 -0.482
H 4.276 -2.828 -1.203

HOMO level, eV: -11.8
Net charge: +1



C20H31Cl2HgN4O3 as an isolated structure at a distorted geometry. Source: the OMol25 dataset; level of theory: ωB97M-V/def2-TZVPD.

Cartesian coordinates (Å):
O -1.962 1.147 -1.065
C -1.313 2.251 -0.787
C -0.522 2.696 -2.022
C 0.762 2.217 -2.235
H 1.193 1.537 -1.489
C 1.480 2.622 -3.367
H 2.504 2.263 -3.503
C 0.876 3.468 -4.304
H 1.434 3.793 -5.185
C -0.442 3.903 -4.106
H -0.927 4.549 -4.841
C -1.145 3.512 -2.965
H -2.174 3.834 -2.780
H -2.019 3.090 -0.555
C -1.305 1.939 1.817
C -0.445 2.328 0.675
H -1.900 2.794 2.185
H -0.718 1.561 2.670
H -2.001 1.155 1.490
C 0.658 3.089 0.710
C 1.283 3.718 1.914
H 1.158 3.360 -0.219
H 1.048 4.792 1.976
H 2.375 3.637 1.850
H 0.971 3.241 2.850
Hg 1.641 0.349 2.309
Cl 1.529 -0.336 0.062
Cl 1.814 1.279 4.434
H -0.181 -1.094 -4.844
H 0.994 -3.117 -3.454
C 0.076 -0.535 -3.928
C 1.042 -2.405 -2.619
N 0.007 -1.396 -2.763
H -0.625 0.299 -3.807
C -1.125 -1.490 -2.031
O -1.302 -2.353 -1.157
H 0.894 -2.926 -1.670
H -1.887 -0.724 -2.264
H 1.096 -0.147 -4.035
H 2.021 -1.917 -2.638
H -3.527 -3.346 3.449
H -4.084 -3.358 1.197
C -3.062 -2.358 3.360
C -3.484 -2.480 0.928
N -2.550 -2.212 2.010
H -2.239 -2.254 4.071
C -1.333 -1.670 1.808
O -0.601 -1.259 2.730
H -2.921 -2.657 0.002
H -1.035 -1.628 0.745
H -3.833 -1.600 3.563
H -4.165 -1.626 0.773
N 3.967 -3.686 2.582
C 2.780 -4.180 3.108
C 1.916 -3.108 3.156
N 2.569 -1.984 2.673
C 3.795 -2.357 2.326
H 4.825 -4.201 2.408
H 2.639 -5.204 3.407
H 0.893 -3.070 3.494
H 4.586 -1.749 1.899

Relative energy (zero: lowest compared OMol25 entry of this formula, charge and spin), eV: 0.000
HOMO level, eV: -3.4
Net charge: -1



In eV, the gap between HOMO and LUMO values for the records above are, in order, 8.4, 8.7, 5.7.